[1]
The following is a quantum chemistry calculation of a molecular structure, C21H13Br4N3O6W at a distorted geometry, from OMol25.

Energy above the lowest of the compared OMol25 structures with the same formula, charge and spin   0.000 eV
Strongest force on any atom   1.5 eV Å⁻¹
LUMO level (alpha / beta)   -1.01 / -1.23 eV

The geometry in ORCA input format:
```
! wB97M-V def2-TZVPD RIJCOSX def2/J DEFGRID3
* xyz 0 3
W 0.096 -1.138 0.489
Br 3.370 -2.150 6.560
C 2.926 -2.134 4.727
C 3.867 -2.509 3.771
Br 5.601 -3.047 4.278
C 3.524 -2.480 2.416
Br 4.723 -2.948 1.037
C 2.256 -2.081 2.050
O 1.840 -2.014 0.757
C 1.302 -1.699 2.999
O 0.121 -1.322 2.527
C 1.644 -1.728 4.345
Br 0.320 -1.184 5.571
O 1.229 0.710 0.822
C 0.814 1.868 1.016
C -0.552 2.313 0.897
C -0.800 3.691 1.049
C -2.077 4.142 0.925
C -3.155 3.283 0.663
C -2.937 1.942 0.523
C -1.616 1.419 0.632
O -1.424 0.143 0.482
N -2.349 5.601 1.072
O -1.401 6.328 1.284
O -3.494 5.970 0.920
H 1.553 2.636 1.293
H 0.005 4.382 1.260
H -4.149 3.699 0.584
H -3.750 1.255 0.339
C -1.024 -2.929 0.152
H -0.392 -3.614 -0.425
H -1.960 -2.792 -0.397
H -1.248 -3.393 1.116
N 1.793 -0.550 -3.440
C 1.732 -0.708 -2.099
N 0.492 -0.839 -1.661
C -0.322 -0.791 -2.795
C -1.706 -0.898 -2.922
C -2.228 -0.791 -4.192
C -1.407 -0.589 -5.320
C -0.036 -0.495 -5.206
C 0.479 -0.597 -3.917
H 2.637 -0.445 -3.974
H 2.601 -0.738 -1.457
H -2.335 -1.056 -2.057
H -3.298 -0.863 -4.332
H -1.864 -0.514 -6.296
H 0.601 -0.345 -6.066
*
```

=====

[2]
The following is a quantum chemistry calculation of a molecular structure, C21H13Cl2IrNO2S2, from OMol25.

Strongest force on any atom   0.9 eV Å⁻¹
LUMO level (alpha / beta)   0.07 / -3.14 eV

The geometry in ORCA input format:
```
! wB97M-V def2-TZVPD RIJCOSX def2/J DEFGRID3
* xyz 0 6
Ir 1.568 0.218 -0.508
Cl -0.277 2.364 -0.648
C -0.643 2.214 -2.355
C -1.821 2.806 -2.776
C -2.162 2.731 -4.115
C -1.321 2.070 -4.997
C -0.153 1.491 -4.540
Cl 0.850 0.689 -5.714
C 0.239 1.533 -3.194
S 1.765 0.808 -2.696
H -2.452 3.318 -2.063
H -3.077 3.185 -4.470
H -1.566 1.995 -6.047
O 4.171 -3.002 -0.209
C 3.088 -2.487 -0.080
O 2.938 -1.173 -0.028
C 1.863 -3.341 0.145
C 2.120 -4.669 0.467
C 1.103 -5.577 0.709
C -0.221 -5.176 0.614
C -0.507 -3.867 0.274
C 0.518 -2.935 0.046
S -0.084 -1.362 -0.421
H 3.158 -4.969 0.519
H 1.344 -6.601 0.967
H -1.027 -5.876 0.791
H -1.535 -3.543 0.171
C 1.811 1.039 1.856
C 0.568 1.529 2.305
C 0.306 2.917 2.366
C -0.923 3.382 2.772
C -1.924 2.472 3.122
C -1.693 1.096 3.070
C -0.462 0.629 2.667
C -3.220 2.969 3.546
N -4.246 3.364 3.881
H 2.070 -0.002 2.023
H 2.629 1.731 1.692
H 1.084 3.615 2.082
H -1.124 4.443 2.822
H -2.482 0.409 3.343
H -0.275 -0.436 2.612
*
```